[1]
{
  "formula": "C13H27ClO8S2",
  "method": "ωB97M-V/def2-TZVPD",
  "species": ["C", "S", "O", "O", "O", "S", "O", "O", "C", "C", "C", "Cl", "H", "H", "H", "H", "H", "H", "H", "H", "H", "C", "C", "O", "C", "H", "H", "H", "H", "H", "H", "C", "C", "O", "C", "H", "H", "H", "H", "H", "H", "C", "C", "O", "C", "H", "H", "H", "H", "H", "H"],
  "positions_angstrom": [[4.300, -1.452, 3.343], [5.271, -0.667, 1.909], [6.545, 0.103, 2.391], [5.826, -1.893, 1.084], [4.287, 0.214, 0.831], [3.789, 1.710, 1.476], [4.144, 1.873, 2.974], [2.051, 1.725, 1.432], [1.541, 0.670, 2.351], [-0.104, 0.480, 2.262], [-0.396, -1.147, 2.014], [0.220, -1.655, 0.303], [5.040, -2.204, 3.902], [3.432, -2.153, 2.918], [3.840, -0.666, 4.080], [1.763, 0.936, 3.488], [2.001, -0.397, 2.130], [-0.559, 0.722, 3.323], [-0.605, 1.120, 1.415], [0.119, -1.826, 2.831], [-1.562, -1.357, 2.101], [-0.212, -4.406, -2.431], [-1.696, -4.214, -2.270], [-2.168, -3.705, -1.254], [-2.581, -4.669, -3.400], [0.301, -4.032, -1.539], [0.015, -5.469, -2.546], [0.143, -3.845, -3.300], [-2.460, -5.743, -3.558], [-2.332, -4.119, -4.311], [-3.627, -4.468, -3.145], [-4.046, -0.618, -3.736], [-2.735, -0.428, -4.450], [-2.348, -1.230, -5.299], [-1.915, 0.780, -4.086], [-4.529, -1.531, -4.100], [-3.873, -0.719, -2.662], [-4.705, 0.231, -3.937], [-1.647, 0.742, -3.027], [-2.479, 1.691, -4.303], [-0.995, 0.787, -4.680], [-1.804, 5.731, 1.707], [-0.951, 4.525, 1.997], [-1.445, 3.403, 2.097], [0.529, 4.745, 2.161], [-2.850, 5.422, 1.615], [-1.722, 6.449, 2.527], [-1.490, 6.190, 0.766], [0.714, 5.419, 3.000], [0.947, 5.160, 1.240], [1.018, 3.786, 2.366]],
  "lowdin_charge": [-0.149, 0.758, -0.357, -0.379, -0.502, 1.040, -0.447, -0.376, -0.259, -0.200, -0.517, 0.469, 0.113, 0.099, 0.083, 0.135, 0.082, 0.124, 0.115, 0.090, 0.099, -0.028, -0.495, 0.023, -0.026, 0.053, 0.086, 0.089, 0.085, 0.081, 0.082, -0.025, -0.493, 0.040, -0.026, 0.082, 0.088, 0.085, 0.085, 0.085, 0.085, -0.026, -0.479, 0.041, -0.015, 0.085, 0.087, 0.087, 0.091, 0.093, 0.062],
  "homo_energy_ev": -9.47,
  "de_lowest_kcal_mol": 121.3,
  "gap_ev": 9.16
}

=====

[2]
{
  "formula": "C12H32ClN3O5PS2",
  "method": "ωB97M-V/def2-TZVPD",
  "species": ["O", "S", "O", "N", "S", "O", "O", "P", "O", "Cl", "H", "H", "C", "C", "N", "C", "C", "C", "C", "H", "H", "H", "H", "H", "H", "H", "H", "H", "H", "H", "H", "H", "H", "H", "C", "C", "N", "C", "C", "C", "C", "H", "H", "H", "H", "H", "H", "H", "H", "H", "H", "H", "H", "H", "H", "H"],
  "positions_angstrom": [[2.336, 3.725, -0.754], [3.052, 2.758, 0.011], [4.451, 2.903, 0.096], [2.730, 1.242, -0.378], [1.234, 0.986, -0.850], [1.022, -0.422, -0.779], [0.876, 1.566, -2.115], [-0.040, 2.000, 0.609], [-0.645, 3.149, -0.309], [-1.679, 0.761, 0.879], [2.587, 2.881, 1.270], [-0.142, 3.165, -1.163], [-3.499, -1.075, -2.668], [-3.425, -1.110, -4.187], [-2.936, 0.127, -4.768], [-3.084, 0.178, -6.207], [-2.289, -0.821, -7.059], [-1.659, 0.600, -4.245], [-0.440, -0.318, -4.371], [-4.131, -0.253, -2.327], [-3.928, -2.009, -2.301], [-2.517, -0.969, -2.208], [-4.433, -1.283, -4.578], [-2.822, -1.985, -4.485], [-2.848, 1.194, -6.537], [-4.149, 0.042, -6.428], [-1.236, -0.551, -7.130], [-2.686, -0.831, -8.077], [-2.357, -1.838, -6.673], [-1.795, 0.834, -3.188], [-1.436, 1.564, -4.710], [-0.679, -1.357, -4.137], [0.322, 0.008, -3.667], [0.002, -0.283, -5.368], [0.255, -1.118, 6.960], [0.537, -1.291, 5.475], [1.066, -0.098, 4.843], [1.106, -0.193, 3.390], [2.032, -1.232, 2.749], [2.245, 0.473, 5.465], [3.500, -0.407, 5.582], [-0.438, -0.293, 7.132], [-0.197, -2.030, 7.356], [1.163, -0.933, 7.535], [-0.404, -1.537, 4.975], [1.195, -2.167, 5.344], [1.354, 0.793, 2.988], [0.085, -0.392, 3.051], [3.077, -0.925, 2.776], [1.769, -1.348, 1.696], [1.944, -2.212, 3.222], [1.970, 0.807, 6.469], [2.498, 1.390, 4.928], [3.259, -1.425, 5.891], [4.175, 0.013, 6.331], [4.052, -0.456, 4.646]],
  "lowdin_charge": [-0.370, 0.403, -0.355, -0.370, 0.260, -0.387, -0.378, 0.440, -0.397, 0.188, 0.031, 0.047, -0.090, -0.281, -0.200, -0.261, -0.092, -0.235, -0.074, 0.078, 0.070, 0.061, 0.112, 0.098, 0.109, 0.104, 0.053, 0.063, 0.062, 0.097, 0.117, 0.072, 0.040, 0.056, -0.098, -0.279, -0.195, -0.257, -0.071, -0.250, -0.085, 0.077, 0.068, 0.060, 0.118, 0.099, 0.081, 0.083, 0.060, 0.060, 0.064, 0.095, 0.115, 0.064, 0.066, 0.055],
  "homo_energy_ev": -5.85,
  "de_lowest_kcal_mol": 0.0,
  "charge": -1,
  "gap_ev": 8.64
}

=====

[3]
{
  "formula": "C22H32BrN4O2RhS3",
  "method": "ωB97M-V/def2-TZVPD",
  "species": ["Rh", "N", "C", "N", "C", "C", "S", "C", "C", "S", "C", "N", "N", "H", "H", "H", "H", "H", "H", "C", "C", "C", "C", "C", "C", "C", "Br", "C", "O", "C", "C", "C", "C", "C", "C", "H", "H", "H", "H", "H", "H", "H", "H", "H", "H", "H", "H", "H", "H", "H", "H", "H", "H", "H", "H", "C", "S", "C", "O", "H", "H", "H", "H", "H", "H"],
  "positions_angstrom": [[-1.912, 1.075, -0.786], [-5.148, -0.350, -0.414], [-4.739, 0.398, 0.607], [-3.601, 1.042, 0.631], [-3.405, 1.755, 1.788], [-4.447, 1.653, 2.673], [-5.690, 0.634, 2.070], [-2.168, 2.486, 1.939], [-1.776, 3.266, 2.990], [-0.214, 3.928, 2.730], [-0.156, 3.106, 1.181], [-1.232, 2.409, 0.929], [0.888, 3.229, 0.357], [-4.550, -0.461, -1.224], [-6.024, -0.845, -0.384], [-4.538, 2.117, 3.634], [-2.312, 3.483, 3.891], [1.707, 3.743, 0.629], [0.894, 2.734, -0.521], [5.307, -0.949, -1.036], [4.387, -2.161, -1.289], [4.946, -3.349, -0.508], [4.393, -2.523, -2.787], [2.981, -1.790, -0.911], [2.325, -0.797, -1.666], [1.038, -0.472, -1.375], [0.097, 0.867, -2.415], [0.270, -1.098, -0.336], [-0.921, -0.745, -0.125], [0.956, -2.112, 0.438], [2.272, -2.391, 0.130], [0.276, -2.875, 1.559], [0.163, -4.357, 1.138], [-1.117, -2.356, 1.907], [1.137, -2.805, 2.834], [6.318, -1.211, -1.332], [5.312, -0.701, 0.024], [5.003, -0.072, -1.600], [5.941, -3.573, -0.881], [4.336, -4.238, -0.645], [5.038, -3.130, 0.552], [5.387, -2.854, -3.069], [4.128, -1.683, -3.422], [3.691, -3.334, -2.971], [2.835, -0.304, -2.477], [2.778, -3.130, 0.731], [-0.437, -4.470, 0.238], [-0.311, -4.916, 1.941], [1.144, -4.789, 0.959], [-1.811, -2.490, 1.079], [-1.082, -1.299, 2.169], [-1.506, -2.903, 2.763], [2.121, -3.239, 2.685], [0.645, -3.370, 3.620], [1.254, -1.775, 3.164], [-4.385, 4.927, -1.726], [-2.748, 4.222, -1.368], [-1.831, 5.083, -2.683], [-2.857, 2.804, -1.875], [-4.339, 5.997, -1.551], [-5.109, 4.482, -1.049], [-4.655, 4.720, -2.756], [-1.862, 6.146, -2.476], [-2.283, 4.868, -3.646], [-0.801, 4.741, -2.671]],
  "lowdin_charge": [0.887, 0.139, -0.640, -0.014, -0.326, -0.319, 1.131, -0.331, -0.316, 1.130, -0.659, 0.004, 0.135, 0.114, 0.122, 0.086, 0.087, 0.118, 0.049, -0.022, -0.554, -0.045, -0.025, -0.120, -0.060, -0.462, 0.949, -0.361, -0.147, -0.044, 0.056, -0.531, -0.018, -0.057, -0.028, 0.096, 0.094, 0.080, 0.096, 0.095, 0.091, 0.096, 0.078, 0.099, 0.114, 0.110, 0.094, 0.096, 0.086, 0.084, 0.083, 0.095, 0.080, 0.096, 0.094, -0.206, 0.885, -0.210, -0.650, 0.069, 0.061, 0.072, 0.068, 0.072, 0.052],
  "homo_energy_ev": [-13.04, -13.04],
  "de_lowest_kcal_mol": 0.0,
  "charge": 2,
  "gap_ev": [4.46, 4.46]
}

=====

[4]
{
  "formula": "C5H7FN2",
  "method": "ωB97M-V/def2-TZVPD",
  "species": ["C", "C", "C", "C", "C", "H", "H", "H", "H", "H", "H", "H", "N", "N", "F"],
  "positions_angstrom": [[-1.992, -0.400, -0.260], [-1.382, 0.317, 0.684], [0.057, 0.526, 0.540], [0.873, 1.238, -0.477], [3.180, -0.428, 0.001], [-1.700, -0.971, -1.192], [-1.916, 0.965, 1.349], [0.713, 0.880, 1.376], [1.815, 1.735, -0.227], [0.472, 1.653, -1.462], [3.551, 0.411, -0.669], [3.674, -1.425, 0.253], [0.780, -0.219, -0.361], [1.989, -0.832, 0.253], [-3.379, -0.380, -0.179]],
  "lowdin_charge": [-0.088, -0.022, -0.369, -0.109, -0.066, 0.144, 0.113, 0.149, 0.085, 0.126, 0.087, 0.091, -0.068, -0.022, -0.051],
  "smiles": "C=NN1C[C@H]1/C=C/F",
  "homo_energy_ev": -9.22,
  "de_lowest_kcal_mol": 120.2,
  "gap_ev": 10.19
}

=====

[5]
{
  "formula": "C8H12N5O2",
  "method": "ωB97M-V/def2-TZVPD",
  "species": ["C", "C", "C", "C", "C", "C", "C", "C", "N", "N", "N", "N", "N", "O", "O", "H", "H", "H", "H", "H", "H", "H", "H", "H", "H", "H", "H"],
  "positions_angstrom": [[-0.994, 0.597, 1.355], [1.353, 0.617, 0.858], [-0.753, 1.626, 2.254], [0.098, 0.163, 0.647], [1.502, 1.718, 1.797], [-1.979, -1.925, -2.605], [-0.275, -2.016, -1.121], [2.853, 3.344, 2.786], [0.445, 2.171, 2.385], [-0.679, -1.656, -2.442], [-2.547, -2.276, -1.445], [-2.770, -1.678, -3.644], [0.919, -2.611, -0.901], [-1.443, -2.421, -0.508], [2.682, 2.262, 1.962], [-2.057, 0.316, 1.135], [2.256, 0.045, 0.493], [-1.573, 2.188, 2.661], [3.697, 3.902, 2.355], [3.035, 3.079, 3.917], [1.951, 3.795, 2.657], [-0.177, -1.063, -3.138], [-3.154, -3.079, -1.565], [-2.354, -1.606, -4.501], [-3.757, -1.461, -3.444], [1.397, -2.327, -0.099], [1.209, -3.324, -1.554]],
  "lowdin_charge": [-0.104, -0.007, -0.119, -0.001, -0.369, -0.367, -0.369, -0.071, 0.128, 0.224, 0.164, 0.241, 0.164, 0.046, -0.043, 0.113, 0.124, 0.113, 0.107, 0.142, 0.038, 0.209, 0.176, 0.098, 0.167, 0.077, 0.119],
  "homo_energy_ev": [-11.16, -11.03],
  "de_lowest_kcal_mol": 151.3,
  "charge": 1,
  "gap_ev": [7.62, 7.20]
}

=====

[6]
{
  "formula": "C29H72N3O8Y",
  "method": "ωB97M-V/def2-TZVPD",
  "species": ["Y", "C", "C", "C", "O", "H", "H", "H", "H", "H", "H", "H", "C", "O", "H", "H", "H", "H", "C", "O", "H", "H", "H", "H", "C", "O", "H", "H", "H", "H", "C", "O", "H", "H", "H", "H", "C", "C", "C", "O", "C", "N", "H", "H", "H", "H", "H", "H", "H", "H", "H", "H", "H", "C", "C", "C", "C", "C", "C", "N", "O", "C", "C", "C", "H", "H", "H", "H", "H", "H", "H", "H", "H", "H", "H", "H", "H", "H", "H", "H", "H", "H", "H", "C", "C", "C", "C", "C", "C", "N", "O", "C", "C", "C", "H", "H", "H", "H", "H", "H", "H", "H", "H", "H", "H", "H", "H", "H", "H", "H", "H", "H", "H"],
  "positions_angstrom": [[0.116, -5.941, 1.215], [1.067, -1.916, -0.978], [1.130, -2.387, 0.482], [0.318, -1.431, 1.433], [0.828, -3.751, 0.650], [1.785, -2.328, -1.688], [1.205, -0.845, -1.122], [0.092, -2.224, -1.356], [2.136, -2.144, 0.822], [-0.746, -1.661, 1.400], [0.446, -0.411, 1.070], [0.737, -1.489, 2.437], [3.682, -0.517, 3.197], [3.294, -1.888, 3.342], [4.449, -0.172, 3.890], [4.090, -0.309, 2.208], [2.821, 0.035, 3.574], [2.572, -2.059, 2.733], [3.677, -5.140, 1.481], [2.563, -6.028, 1.694], [3.494, -4.112, 1.793], [4.398, -5.610, 2.148], [4.126, -5.177, 0.488], [2.849, -6.741, 2.270], [1.848, -5.378, -1.880], [1.796, -6.362, -0.920], [0.929, -4.793, -1.850], [2.741, -4.802, -1.641], [1.880, -5.783, -2.892], [2.681, -6.729, -0.989], [-3.028, -2.702, -2.509], [-2.070, -3.764, -2.689], [-3.141, -2.575, -1.432], [-2.602, -1.731, -2.761], [-3.961, -2.919, -3.028], [-1.677, -3.820, -3.563], [1.003, -4.103, 4.362], [-0.073, -5.144, 4.413], [-1.465, -4.617, 3.874], [-1.437, -4.539, 2.461], [-2.701, -4.009, 1.904], [0.355, -6.330, 3.560], [1.245, -3.583, 3.435], [1.920, -4.537, 4.762], [0.676, -3.300, 5.022], [-0.226, -5.322, 5.478], [-1.759, -3.702, 4.389], [-2.264, -5.307, 4.143], [-2.595, -3.577, 0.909], [-3.067, -3.170, 2.496], [-3.457, -4.791, 1.837], [-0.256, -7.061, 3.895], [1.275, -6.533, 3.924], [-6.239, 2.305, -1.108], [-4.985, 3.106, -1.545], [-4.764, 4.149, -0.387], [-4.000, 3.541, 0.767], [-2.761, 2.745, 0.272], [-3.004, 1.683, -0.870], [-3.740, 2.374, -1.901], [-3.877, 1.623, -3.075], [-1.605, 1.257, -1.307], [-3.688, 0.352, -0.340], [-5.434, 3.851, -2.837], [-6.302, 2.057, -0.048], [-6.380, 1.413, -1.719], [-7.170, 2.847, -1.274], [-4.307, 5.085, -0.710], [-5.704, 4.392, 0.109], [-4.678, 2.889, 1.317], [-3.750, 4.330, 1.477], [-2.530, 2.173, 1.171], [-1.941, 3.392, -0.040], [-1.009, 2.118, -1.608], [-1.130, 0.775, -0.452], [-1.663, 0.559, -2.141], [-4.553, 0.523, 0.299], [-3.934, -0.177, -1.261], [-2.905, -0.221, 0.156], [-5.928, 3.210, -3.567], [-4.565, 4.287, -3.330], [-6.092, 4.695, -2.629], [-3.366, 2.170, -3.676], [3.029, 1.713, 0.059], [2.603, 2.854, -0.886], [1.475, 3.748, -0.213], [1.117, 5.063, -0.912], [2.429, 5.813, -1.010], [3.636, 5.044, -1.649], [3.823, 3.719, -1.087], [4.972, 3.032, -1.329], [3.491, 5.142, -3.220], [4.873, 5.898, -1.224], [2.055, 2.192, -2.117], [3.700, 1.009, -0.433], [2.150, 1.146, 0.364], [3.457, 2.221, 0.923], [0.555, 3.164, -0.174], [1.697, 3.950, 0.835], [0.385, 5.663, -0.372], [0.714, 4.799, -1.889], [2.704, 6.379, -0.120], [2.210, 6.641, -1.684], [4.314, 4.546, -3.615], [2.494, 4.804, -3.505], [3.688, 6.200, -3.392], [4.656, 6.966, -1.238], [5.177, 5.593, -0.223], [5.793, 5.727, -1.783], [1.813, 2.863, -2.941], [1.218, 1.531, -1.890], [2.730, 1.405, -2.452], [5.347, 2.901, -0.455]],
  "lowdin_charge": [1.430, -0.044, -0.538, -0.030, -0.382, 0.069, 0.055, 0.069, 0.098, 0.063, 0.056, 0.052, -0.130, -0.146, 0.080, 0.075, 0.083, -0.003, -0.062, -0.258, 0.077, 0.097, 0.089, 0.086, -0.167, -0.212, 0.071, 0.091, 0.095, 0.097, -0.135, -0.147, 0.054, 0.065, 0.087, 0.073, -0.057, -0.342, -0.169, -0.362, -0.029, -0.033, 0.057, 0.097, 0.102, 0.149, 0.138, 0.128, 0.081, 0.100, 0.097, 0.090, 0.086, -0.049, -0.449, -0.141, -0.186, -0.101, -0.490, -0.116, -0.009, -0.050, -0.009, -0.045, 0.067, 0.083, 0.083, 0.119, 0.115, 0.099, 0.112, 0.112, 0.104, 0.070, 0.070, 0.078, 0.070, 0.064, 0.059, 0.080, 0.080, 0.085, 0.108, -0.046, -0.460, -0.123, -0.175, -0.154, -0.475, -0.151, 0.003, -0.012, -0.046, -0.038, 0.083, 0.065, 0.089, 0.084, 0.118, 0.115, 0.105, 0.118, 0.112, 0.083, 0.062, 0.079, 0.082, 0.081, 0.078, 0.077, 0.056, 0.086, 0.104],
  "multiplicity": 2,
  "homo_energy_ev": [-7.96, -9.35],
  "charge": 1,
  "s_squared": 0.750,
  "gap_ev": [5.30, 6.44]
}